13
Properties=species:S:1:pos:R:3:forces:R:3 method="wB97M-V/def2-TZVPD" spin_multiplicity=1 homo_lumo_gap_ev=8.575
C -0.202435 0.351490 -0.037885 -3.381 0.086 -0.753
H 0.766898 1.898170 1.985361 -3.339 -3.265 0.506
H -1.004078 1.527784 3.005473 3.796 -1.975 -3.322
H -1.296866 1.043843 -1.732382 -0.126 -0.689 0.545
H -0.013722 -0.799482 -2.536387 -0.241 -1.279 -0.544
H 0.673191 -0.825388 1.328180 0.887 1.312 -4.144
H 0.782047 -2.440855 -1.150005 2.765 1.354 0.731
N -0.100890 0.968057 2.089075 -1.084 5.251 3.599
N -0.931089 1.003659 0.923705 3.403 -1.492 -3.101
N -0.641162 0.346723 -1.380541 -0.023 0.111 0.556
N 0.807411 -0.520516 0.168640 1.097 -1.809 6.054
O -0.793555 -0.994939 -1.993703 0.666 2.714 0.475
S 1.954251 -1.558545 -0.669530 -4.419 -0.319 -0.601


13
Properties=species:S:1:pos:R:3:forces:R:3 method="wB97M-V/def2-TZVPD" spin_multiplicity=1 homo_lumo_gap_ev=8.489
C 0.156624 -0.109541 0.215392 3.645 3.303 0.799
H -1.826757 0.224231 -1.744083 -0.359 -0.191 0.586
H -0.854031 -0.936064 -1.742095 2.268 -1.494 -1.615
H -1.838164 -0.906344 0.822935 3.353 1.500 -2.409
H 1.564366 -1.973050 0.193740 -2.652 4.032 2.691
H 2.911230 0.672553 1.354349 -1.648 -2.772 1.919
H -1.170387 2.386528 0.055317 1.784 -0.116 -2.363
N -1.653908 -0.682056 -1.276852 -1.273 2.198 1.666
N -1.141318 -0.389995 0.072970 -4.966 -2.313 0.833
N 0.984836 -1.045750 0.925323 2.704 -3.242 -0.873
N 0.744787 1.071220 -0.089586 -0.228 -4.381 0.086
S 2.140597 -0.541644 2.191531 0.334 2.519 -3.686
S -0.017875 2.229913 -0.978942 -2.963 0.958 2.367


9
Properties=species:S:1:pos:R:3:forces:R:3 method="wB97M-V/def2-TZVPD" charge=+1 spin_multiplicity=1 homo_lumo_gap_ev=10.633
O 0.240585 -1.905397 -0.458175 -0.132 0.202 0.283
H 0.220027 -0.122955 -0.097328 -0.189 -0.099 -0.223
H 0.465206 -2.599650 -1.086785 0.077 0.036 -0.024
H -0.222834 -2.341197 0.266348 0.038 -0.203 -0.099
C -0.103535 1.597504 0.808420 1.935 1.645 -0.992
N -0.195559 0.822484 -0.191623 1.302 -1.126 0.169
H 0.654581 1.386501 1.562717 -1.050 -0.924 0.718
H -0.327657 2.658463 0.759573 -0.776 -0.137 -0.247
H -0.317013 1.028241 -1.184518 -1.206 0.605 0.416


10
Properties=species:S:1:pos:R:3:forces:R:3 method="wB97M-V/def2-TZVPD" charge=+1 spin_multiplicity=1 homo_lumo_gap_ev=11.955
O 1.903793 0.397206 1.107206 -0.078 -0.686 -1.253
H 2.530301 0.800492 1.697200 0.256 0.490 0.675
H 2.487023 -0.015903 0.444808 -0.247 0.148 0.354
H 0.114533 -1.231133 -1.497964 1.292 0.137 0.462
C -1.453149 -0.388357 -0.692549 0.210 1.811 0.753
N -0.904337 0.365210 0.207346 0.418 -0.056 -0.196
O -0.817639 -1.082976 -1.550711 -1.801 -0.683 -0.810
H -2.523923 -0.269384 -0.792076 -0.174 -0.763 -0.262
H 0.115146 0.476293 0.233027 0.006 -0.021 0.647
H -1.451748 0.948551 0.843713 0.117 -0.378 -0.370


ΔE to the lowest compared entry with this formula, charge and spin? In order: 500.99 402.39 71.63 67.07 kJ/mol.